Here is C5H9NO as an isolated structure in a non-equilibrium geometry from the OMol25 dataset. Energies are from ωB97M-V/def2-TZVPD.

CARTESIAN COORDINATES (ANGSTROEM)
1 C -0.625 2.080 0.079
2 C -0.947 0.715 -0.387
3 N 1.085 -1.257 1.670
4 C -1.965 -0.056 -0.074
5 O 1.257 -0.311 0.613
6 H 0.230 -1.778 1.467
7 H 1.855 -1.918 1.551
8 H 0.204 2.059 0.789
9 H -1.465 2.517 0.623
10 H -0.300 2.716 -0.744
11 H -2.170 -0.977 -0.601
12 H -2.772 0.320 0.545
13 C 1.394 -0.736 -0.678
14 C 1.931 -1.565 -1.410
15 H 2.248 -1.945 -2.345
16 H 0.041 0.137 -1.096

Forces on atoms 1 to 2 (eV/Å):
0.14 0.13 0.50
3.04 -1.70 -2.04

Results
- calculated total energy (eV) = -8861.611
- orbital gap (eV) = 9.7
- LUMO level (Ha) = 0.0105
- relative energy (zero: lowest compared OMol25 entry of this formula, charge and spin) (kJ/mol) = 733.4
- HOMO level (eV) = -9.38
- M (g mol⁻¹) = 99.13
- max |F| (eV Å⁻¹) = 4.4

Here is one molecule with the formula C5H9NO in a non-equilibrium geometry from the OMol25 dataset. Energies are from ωB97M-V/def2-TZVPD.

CARTESIAN COORDINATES (ANGSTROEM)
1 C 0.227 1.243 1.723
2 N 0.793 0.688 0.518
3 C 0.759 -0.804 0.603
4 C -0.534 -1.177 -0.119
5 O -0.365 -1.184 -1.528
6 C -0.954 -0.068 -0.905
7 C 0.058 1.055 -0.658
8 H -0.818 0.906 1.897
9 H 0.815 0.942 2.612
10 H 0.307 2.354 1.633
11 H 0.872 -1.233 1.603
12 H 1.642 -1.173 0.044
13 H -1.218 -1.896 0.332
14 H -1.962 0.172 -1.261
15 H -0.343 2.073 -0.583
16 H 0.726 1.014 -1.545

Forces on atoms 1 to 2 (eV/Å):
0.07 0.85 0.46
1.03 -0.94 1.40

Results
- calculated total energy (eV) = -8866.561
- orbital gap (eV) = 9.6
- LUMO level (Ha) = 0.0397
- relative energy (zero: lowest compared OMol25 entry of this formula, charge and spin) (kJ/mol) = 255.8
- SMILES = CN1C[C@@H]2O[C@@H]2C1
- HOMO level (eV) = -8.53
- M (g mol⁻¹) = 99.13
- max |F| (eV Å⁻¹) = 2.4

Here is one molecule with the formula C5H9NO from the OMol25 dataset. Energies are from ωB97M-V/def2-TZVPD.

CARTESIAN COORDINATES (ANGSTROEM)
1 N -1.734 -2.056 0.105
2 C -1.574 -0.879 -0.191
3 C -1.392 0.358 -0.612
4 C -0.032 0.885 -1.057
5 C 1.151 0.075 -0.513
6 C 1.252 0.068 1.022
7 O 0.030 -0.140 1.701
8 H -1.642 -2.315 1.087
9 H -2.282 0.956 -0.774
10 H 0.087 1.944 -0.782
11 H -0.017 0.856 -2.154
12 H 1.081 -0.949 -0.900
13 H 2.088 0.492 -0.907
14 H 1.692 1.013 1.371
15 H 1.919 -0.742 1.335
16 H -0.625 0.435 1.269

Forces on atoms 1 to 2 (eV/Å):
0.11 0.51 -0.28
-0.25 -0.36 -0.22

Results
- calculated total energy (eV) = -8866.784
- orbital gap (eV) = 9.6
- LUMO level (Ha) = 0.0341
- relative energy (zero: lowest compared OMol25 entry of this formula, charge and spin) (kJ/mol) = 234.4
- SMILES = N=C=CCCCO
- HOMO level (eV) = -8.69
- M (g mol⁻¹) = 99.13
- max |F| (eV Å⁻¹) = 0.6

Here is C5H9NO as an isolated structure in a non-equilibrium geometry from the OMol25 dataset. Energies are from ωB97M-V/def2-TZVPD.

CARTESIAN COORDINATES (ANGSTROEM)
1 C 2.390 0.570 0.037
2 O 1.084 0.677 0.040
3 C 0.282 -0.237 0.521
4 C -1.191 0.055 0.382
5 C -1.534 0.769 -0.932
6 C -1.924 -1.217 0.495
7 N -2.502 -2.215 0.589
8 H 2.889 1.392 -0.458
9 H 2.038 -1.148 -0.808
10 H 2.864 0.031 0.853
11 H 0.643 -0.841 1.351
12 H 1.308 -1.442 -0.655
13 H -1.536 0.681 1.221
14 H -2.610 0.950 -1.000
15 H -1.013 1.728 -0.977
16 H -1.221 0.163 -1.787

Forces on atoms 1 to 2 (eV/Å):
0.11 0.08 0.13
-0.10 -0.07 -0.03

Results
- calculated total energy (eV) = -8863.816
- orbital gap (eV) = 8.4
- LUMO level (Ha) = 0.0128
- relative energy (zero: lowest compared OMol25 entry of this formula, charge and spin) (kJ/mol) = 520.7
- HOMO level (eV) = -8.08
- M (g mol⁻¹) = 99.13
- max |F| (eV Å⁻¹) = 1.1

Here is one molecule with the formula C5H9NO in a non-equilibrium geometry from the OMol25 dataset. Energies are from ωB97M-V/def2-TZVPD.

CARTESIAN COORDINATES (ANGSTROEM)
1 C -0.220 2.021 0.122
2 C 0.164 0.593 -0.229
3 C 1.253 -0.100 0.669
4 C 0.593 -1.477 0.394
5 C -0.584 -0.726 -0.131
6 N -1.554 -1.176 -0.858
7 O -1.631 -2.343 -1.343
8 H 0.678 2.648 0.022
9 H -0.576 2.147 1.149
10 H -0.974 2.418 -0.563
11 H 0.300 0.515 -1.334
12 H 2.308 0.029 0.415
13 H 1.151 0.164 1.737
14 H 0.282 -2.070 1.257
15 H 1.154 -2.115 -0.298
16 H -2.343 -0.530 -1.010

Forces on atoms 1 to 2 (eV/Å):
-0.14 0.02 0.00
-0.03 0.14 0.25

Results
- calculated total energy (eV) = -8864.974
- orbital gap (spin up / spin down) (eV) = 8.8 / 8.8
- LUMO level (spin up / spin down) (Ha) = 0.0237 / 0.0237
- relative energy (zero: lowest compared OMol25 entry of this formula, charge and spin) (kJ/mol) = 408.9
- SMILES = C[C@H]1CC/C1=[NH+]\[O-]
- HOMO level (spin up / spin down) (eV) = -8.19 / -8.19
- M (g mol⁻¹) = 99.13
- max |F| (eV Å⁻¹) = 1.4

Here is a 2-piece molecular cluster, C5H9NO overall in a non-equilibrium geometry from the OMol25 dataset. Energies are from ωB97M-V/def2-TZVPD.

CARTESIAN COORDINATES (ANGSTROEM)
1 C -2.200 -0.397 -0.100
2 C -0.703 -0.072 -0.106
3 C -0.395 1.311 0.475
4 C 2.619 0.285 -0.655
5 O 3.065 -0.924 -0.480
6 C 0.081 -1.098 0.600
7 N 0.745 -1.897 1.114
8 H -2.722 0.333 -0.727
9 H -2.606 -0.326 0.914
10 H -2.407 -1.398 -0.490
11 H -0.326 -0.106 -1.136
12 H -0.853 2.077 -0.159
13 H -0.802 1.407 1.487
14 H 0.687 1.462 0.489
15 H 3.364 0.735 -1.356
16 H 2.454 -1.395 0.131

Forces on atoms 1 to 2 (eV/Å):
-0.09 -0.01 0.01
0.00 0.02 -0.04

Results
- calculated total energy (eV) = -8865.563
- orbital gap (eV) = 9.5
- LUMO level (Ha) = 0.0264
- relative energy (zero: lowest compared OMol25 entry of this formula, charge and spin) (kJ/mol) = 352.1
- HOMO level (eV) = -8.78
- M (g mol⁻¹) = 99.13
- max |F| (eV Å⁻¹) = 1.1

Here is a 2-piece molecular cluster, C5H9NO overall in a non-equilibrium geometry from the OMol25 dataset. Energies are from ωB97M-V/def2-TZVPD.

CARTESIAN COORDINATES (ANGSTROEM)
1 C 0.809 1.991 0.335
2 C 0.074 0.858 -0.292
3 C -1.319 0.535 0.230
4 O 0.660 0.239 -1.156
5 H 0.172 2.869 0.442
6 H 1.668 2.188 -0.309
7 H 1.159 1.653 1.315
8 H -1.236 0.182 1.265
9 H -1.827 -0.235 -0.357
10 H -1.928 1.444 0.245
11 C 0.252 -2.144 -0.619
12 C 0.674 -1.542 0.735
13 N 0.931 -1.128 1.795
14 H 1.121 -2.668 -1.019
15 H -0.579 -2.796 -0.380
16 H -0.091 -1.536 -1.482

Forces on atoms 1 to 2 (eV/Å):
0.09 0.18 0.14
0.19 0.24 -0.25

Results
- calculated total energy (eV) = -8867.329
- orbital gap (eV) = 10.5
- LUMO level (Ha) = 0.0318
- relative energy (zero: lowest compared OMol25 entry of this formula, charge and spin) (kJ/mol) = 181.7
- SMILES = CC(C)=O.CC#N
- HOMO level (eV) = -9.64
- M (g mol⁻¹) = 99.13
- max |F| (eV Å⁻¹) = 2.2

Here is a 2-piece molecular cluster, C5H9NO overall in a non-equilibrium geometry from the OMol25 dataset. Energies are from ωB97M-V/def2-TZVPD.

CARTESIAN COORDINATES (ANGSTROEM)
1 C 1.712 0.749 0.183
2 C 0.407 0.309 -0.415
3 O -0.182 1.130 -1.315
4 C -0.243 -0.829 -0.103
5 C -1.611 -1.152 -0.652
6 C 0.394 -1.733 0.805
7 N 0.926 -2.458 1.538
8 H 1.791 0.426 1.224
9 H 1.798 1.841 0.162
10 H 2.558 0.327 -0.367
11 H 0.304 1.961 -1.371
12 H -2.102 -1.921 -0.051
13 H -1.560 -1.506 -1.687
14 H -2.238 -0.254 -0.643
15 H -0.985 1.924 1.302
16 H -0.969 1.186 1.388

Forces on atoms 1 to 2 (eV/Å):
-0.01 -0.02 0.00
0.07 -0.31 0.16

Results
- calculated total energy (eV) = -8867.028
- orbital gap (eV) = 9.5
- LUMO level (Ha) = 0.0195
- relative energy (zero: lowest compared OMol25 entry of this formula, charge and spin) (kJ/mol) = 210.8
- SMILES = C/C(O)=C(/C)C#N.[H][H]
- HOMO level (eV) = -8.98
- M (g mol⁻¹) = 99.13
- max |F| (eV Å⁻¹) = 1.1

Here is one molecule with the formula C5H9NO in a non-equilibrium geometry from the OMol25 dataset. Energies are from ωB97M-V/def2-TZVPD.

CARTESIAN COORDINATES (ANGSTROEM)
1 C 1.323 -0.794 0.380
2 C 0.141 0.114 0.009
3 C 0.549 1.191 -1.009
4 C -0.430 0.818 1.180
5 N -1.096 1.398 1.918
6 C -1.113 -0.727 -0.383
7 O -1.725 -1.182 0.823
8 H 1.011 -1.558 1.097
9 H 1.700 -1.291 -0.523
10 H 2.145 -0.216 0.815
11 H 1.378 1.798 -0.623
12 H 0.879 0.716 -1.938
13 H -0.290 1.859 -1.231
14 H -0.792 -1.591 -0.994
15 H -1.807 -0.128 -1.002
16 H -1.873 -0.408 1.482

Forces on atoms 1 to 2 (eV/Å):
-0.04 0.03 0.08
-0.10 0.18 0.24

Results
- calculated total energy (eV) = -8867.763
- orbital gap (eV) = 11.3
- LUMO level (Ha) = 0.0267
- relative energy (zero: lowest compared OMol25 entry of this formula, charge and spin) (kJ/mol) = 139.9
- SMILES = CC(C)(C#N)CO
- HOMO level (eV) = -10.53
- M (g mol⁻¹) = 99.13
- max |F| (eV Å⁻¹) = 2.6

Here is a 2-piece molecular cluster, C5H9NO overall from the OMol25 dataset. Energies are from ωB97M-V/def2-TZVPD.

CARTESIAN COORDINATES (ANGSTROEM)
1 C 0.993 0.928 0.787
2 C 0.175 0.069 -0.180
3 C 1.103 -0.733 -1.113
4 C -0.711 -1.019 0.412
5 O -1.906 -0.774 -0.104
6 C -1.831 0.357 -0.947
7 N -0.704 0.899 -1.026
8 H 1.686 1.560 0.220
9 H 1.575 0.296 1.464
10 H 0.347 1.578 1.384
11 H 1.794 -1.348 -0.529
12 H 0.523 -1.393 -1.766
13 H 1.668 -0.037 -1.736
14 H -0.893 -0.812 2.117
15 H -1.067 -0.174 2.480
16 H -2.752 0.603 -1.463

Forces on atoms 1 to 2 (eV/Å):
-0.03 -0.04 0.04
0.20 -0.15 0.01

Results
- calculated total energy (eV) = -8864.640
- orbital gap (eV) = 9.4
- LUMO level (Ha) = 0.0191
- relative energy (zero: lowest compared OMol25 entry of this formula, charge and spin) (kJ/mol) = 441.2
- HOMO level (eV) = -8.91
- M (g mol⁻¹) = 99.13
- max |F| (eV Å⁻¹) = 0.6

Here is one molecule with the formula C5H9NO in a non-equilibrium geometry from the OMol25 dataset. Energies are from ωB97M-V/def2-TZVPD.

CARTESIAN COORDINATES (ANGSTROEM)
1 C -1.418 -0.384 -0.783
2 C -0.790 -0.146 0.587
3 O -0.608 -1.296 1.388
4 C 0.565 0.506 0.468
5 C 1.628 -0.195 -0.374
6 C 0.425 1.887 0.042
7 N 0.705 2.992 0.224
8 H -1.487 0.549 -1.361
9 H -2.432 -0.775 -0.669
10 H -0.826 -1.095 -1.367
11 H -1.430 0.560 1.141
12 H -0.949 -2.072 0.929
13 H 0.958 0.567 1.512
14 H 2.615 0.271 -0.244
15 H 1.362 -0.114 -1.429
16 H 1.700 -1.244 -0.086

Forces on atoms 1 to 2 (eV/Å):
-0.12 -0.23 0.10
-0.39 0.27 -0.37

Results
- calculated total energy (eV) = -8867.773
- orbital gap (eV) = 11.4
- LUMO level (Ha) = 0.0233
- relative energy (zero: lowest compared OMol25 entry of this formula, charge and spin) (kJ/mol) = 138.9
- SMILES = C[C@@H](O)[C@@H](C)C#N
- HOMO level (eV) = -10.81
- M (g mol⁻¹) = 99.13
- max |F| (eV Å⁻¹) = 2.4

Here is one molecule with the formula C5H9NO from the OMol25 dataset. Energies are from ωB97M-V/def2-TZVPD.

CARTESIAN COORDINATES (ANGSTROEM)
1 O -2.171 -0.700 1.223
2 C -1.399 -0.726 0.048
3 C 0.090 -1.137 0.228
4 C 0.496 0.283 -0.174
5 C 1.763 0.750 -0.764
6 N 1.368 1.162 0.588
7 C -0.948 0.653 -0.506
8 H -1.741 -0.100 1.846
9 H -1.962 -1.343 -0.657
10 H 0.430 -1.920 -0.458
11 H 0.338 -1.433 1.255
12 H 1.762 1.549 -1.502
13 H 2.570 0.026 -0.875
14 H 1.889 0.630 1.281
15 H -1.338 1.516 0.043
16 H -1.146 0.791 -1.575

Forces on atoms 1 to 2 (eV/Å):
0.08 0.17 0.21
0.02 -0.13 -0.33

Results
- calculated total energy (eV) = -8866.559
- orbital gap (eV) = 10.6
- LUMO level (Ha) = 0.0372
- relative energy (zero: lowest compared OMol25 entry of this formula, charge and spin) (kJ/mol) = 256.0
- SMILES = O[C@H]1C[C@]2(CN2)C1
- HOMO level (eV) = -9.55
- M (g mol⁻¹) = 99.13
- max |F| (eV Å⁻¹) = 0.3